Molecular formula: C36H75BBrFO10PS3
Method: DFT, ωB97M-V with the def2-TZVPD basis set

Last columns: bonded neighbours and bond lengths (Å).
Positions of all 128 atoms, in Å:
1 C 5.48 1.43 4.21  C2 1.530, H33 1.089, H34 1.092, H35 1.089
2 C 6.00 2.77 3.68  C1 1.530, C3 1.538, H36 1.093, H37 1.092
3 C 4.91 3.69 3.11  C2 1.538, C4 1.541, H38 1.092, H39 1.090
4 C 5.27 4.37 1.77  C3 1.541, C5 1.536, H40 1.093, H41 1.089
5 C 4.30 4.07 0.63  C4 1.536, C6 1.519, H42 1.093, H43 1.092
6 C 4.66 2.77 -0.07  C5 1.519, C7 1.535, H44 1.097, H45 1.091
7 C 3.75 2.34 -1.22  C6 1.535, C8 1.537, H46 1.098, H47 1.086
8 C 2.24 2.16 -0.98  C7 1.537, P9 1.940, H48 1.086, H49 1.088
9 P 1.29 0.48 -1.03  C8 1.940, Br10 2.628, C11 1.980, C14 1.945, C21 1.993, B29 2.025
10 Br -0.17 -1.71 -1.11  P9 2.628
11 C -0.36 1.32 -0.33  P9 1.980, C12 1.512, H50 1.098, H51 1.090
12 C -0.63 2.80 -0.48  C11 1.512, F13 1.416, H52 1.094, H53 1.087
13 F -0.17 3.52 0.65  C12 1.416
14 C 0.80 0.89 -2.87  P9 1.945, C15 1.530, H54 1.094, H55 1.093
15 C 0.12 -0.03 -3.88  C14 1.530, C16 1.527, H56 1.089, H57 1.102
16 C -1.40 -0.02 -3.85  C15 1.527, C17 1.529, H58 1.096, H59 1.088
17 C -2.06 -1.02 -4.79  C16 1.529, C18 1.540, H60 1.093, H61 1.094
18 C -1.82 -2.50 -4.44  C17 1.540, C19 1.526, H62 1.088, H63 1.095
19 C -3.06 -3.23 -3.93  C18 1.526, C20 1.539, H64 1.092, H65 1.093
20 C -3.75 -2.51 -2.76  C19 1.539, H66 1.090, H67 1.089, H68 1.087
21 C 2.76 -0.65 -1.78  P9 1.993, C22 1.492, H69 1.090, H70 1.091
22 C 3.59 -1.39 -0.78  C21 1.492, C23 1.398, C28 1.391
23 C 4.75 -0.86 -0.20  C22 1.398, C24 1.381, H71 1.077
24 C 5.48 -1.58 0.72  C23 1.381, C25 1.385, H72 1.082
25 C 5.09 -2.86 1.08  C24 1.385, C26 1.390, H73 1.083
26 C 3.95 -3.42 0.51  C25 1.390, C27 1.505, C28 1.387
27 C 3.51 -4.82 0.85  C26 1.505, H74 1.090, H75 1.089, H76 1.088
28 C 3.24 -2.68 -0.42  C22 1.391, C26 1.387, H77 1.083
29 B 1.71 -0.02 0.89  P9 2.025, O30 1.379, C31 1.599
30 O 1.25 -1.18 1.48  B29 1.379, H78 0.964
31 C 2.51 0.92 1.89  B29 1.599, C32 1.543, H79 1.095, H80 1.083
32 C 1.96 0.86 3.33  C31 1.543, H81 1.089, H82 1.090, H83 1.092
33 H 4.55 1.57 4.76  C1 1.089
34 H 6.19 0.99 4.90  C1 1.092
35 H 5.33 0.71 3.40  C1 1.089
36 H 6.50 3.27 4.51  C2 1.093
37 H 6.77 2.57 2.93  C2 1.092
38 H 4.75 4.48 3.84  C3 1.092
39 H 3.97 3.16 3.03  C3 1.090
40 H 6.25 3.99 1.46  C4 1.093
41 H 5.38 5.45 1.90  C4 1.089
42 H 3.29 4.01 1.04  C5 1.093
43 H 4.32 4.90 -0.09  C5 1.092
44 H 5.64 2.93 -0.54  C6 1.097
45 H 4.83 1.98 0.66  C6 1.091
46 H 3.87 3.16 -1.94  C7 1.098
47 H 4.23 1.50 -1.72  C7 1.086
48 H 1.97 2.70 -0.08  C8 1.086
49 H 1.77 2.76 -1.76  C8 1.088
50 H -0.45 1.09 0.74  C11 1.098
51 H -1.19 0.78 -0.79  C11 1.090
52 H -1.70 3.01 -0.54  C12 1.094
53 H -0.16 3.26 -1.35  C12 1.087
54 H 0.19 1.80 -2.85  C14 1.094
55 H 1.75 1.20 -3.30  C14 1.093
56 H 0.53 -1.04 -3.92  C15 1.089
57 H 0.37 0.39 -4.87  C15 1.102
58 H -1.73 0.99 -4.14  C16 1.096
59 H -1.77 -0.18 -2.83  C16 1.088
60 H -1.74 -0.82 -5.82  C17 1.093
61 H -3.14 -0.83 -4.77  C17 1.094
62 H -1.01 -2.61 -3.73  C18 1.088
63 H -1.49 -3.01 -5.35  C18 1.095
64 H -2.75 -4.22 -3.58  C19 1.092
65 H -3.77 -3.41 -4.74  C19 1.093
66 H -4.11 -3.23 -2.03  C20 1.090
67 H -4.62 -1.93 -3.10  C20 1.089
68 H -3.04 -1.86 -2.26  C20 1.087
69 H 3.35 -0.13 -2.52  C21 1.090
70 H 2.22 -1.41 -2.34  C21 1.091
71 H 5.09 0.13 -0.46  C23 1.077
72 H 6.37 -1.15 1.15  C24 1.082
73 H 5.68 -3.42 1.80  C25 1.083
74 H 3.44 -5.42 -0.05  C27 1.090
75 H 2.52 -4.81 1.30  C27 1.089
76 H 4.22 -5.30 1.52  C27 1.088
77 H 2.34 -3.11 -0.86  C28 1.083
78 H 1.93 -1.53 2.06  O30 0.964
79 H 3.55 0.57 1.91  C31 1.095
80 H 2.55 1.97 1.61  C31 1.083
81 H 2.26 -0.04 3.86  C32 1.089
82 H 2.24 1.75 3.90  C32 1.090
83 H 0.87 0.84 3.31  C32 1.092
84 O 9.74 0.30 1.82  S85 1.431
85 S 10.13 1.66 2.03  O84 1.431, O86 1.429, O87 1.592, C90 1.756
86 O 9.63 2.69 1.18  S85 1.429
87 O 11.72 1.72 2.06  S85 1.592, C88 1.447
88 C 12.41 1.12 0.94  O87 1.447, C89 1.514, H91 1.091, H92 1.088
89 C 12.39 1.99 -0.30  C88 1.514, H93 1.088, H94 1.090, H95 1.090
90 C 9.86 2.11 3.71  S85 1.756, H96 1.086, H97 1.088, H98 1.086
91 H 11.99 0.13 0.75  C88 1.091
92 H 13.43 0.98 1.30  C88 1.088
93 H 11.39 2.07 -0.71  C89 1.088
94 H 13.04 1.55 -1.06  C89 1.090
95 H 12.74 2.99 -0.07  C89 1.090
96 H 10.28 1.34 4.35  C90 1.086
97 H 8.78 2.17 3.84  C90 1.088
98 H 10.32 3.07 3.89  C90 1.086
99 O -9.44 -2.21 -0.47  S100 1.436
100 S -8.65 -1.05 -0.77  O99 1.436, O101 1.427, O102 1.583, C105 1.756
101 O -7.65 -1.14 -1.79  S100 1.427
102 O -8.01 -0.52 0.58  S100 1.583, C103 1.452
103 C -7.27 -1.46 1.40  O102 1.452, C104 1.512, H106 1.091, H107 1.088
104 C -5.87 -1.73 0.89  C103 1.512, H108 1.089, H109 1.090, H110 1.089
105 C -9.71 0.31 -1.08  S100 1.756, H111 1.086, H112 1.087, H113 1.087
106 H -7.85 -2.38 1.49  C103 1.091
107 H -7.24 -0.99 2.38  C103 1.088
108 H -5.88 -2.26 -0.06  C104 1.089
109 H -5.33 -2.33 1.62  C104 1.090
110 H -5.34 -0.79 0.73  C104 1.089
111 H -10.44 0.38 -0.28  C105 1.086
112 H -10.20 0.12 -2.03  C105 1.087
113 H -9.10 1.21 -1.13  C105 1.087
114 O -13.32 -1.03 1.50  S115 1.434
115 S -13.15 -1.97 0.43  O114 1.434, O116 1.431, O117 1.592, C120 1.751
116 O -12.81 -1.48 -0.87  S115 1.431
117 O -14.47 -2.86 0.33  S115 1.592, C118 1.445
118 C -15.73 -2.16 0.26  O117 1.445, C119 1.514, H121 1.091, H122 1.088
119 C -16.01 -1.59 -1.11  C118 1.514, H123 1.088, H124 1.091, H125 1.090
120 C -12.04 -3.24 0.91  S115 1.751, H126 1.086, H127 1.087, H128 1.086
121 H -15.75 -1.39 1.03  C118 1.091
122 H -16.47 -2.91 0.53  C118 1.088
123 H -15.32 -0.78 -1.36  C119 1.088
124 H -17.03 -1.20 -1.14  C119 1.091
125 H -15.91 -2.36 -1.87  C119 1.090
126 H -12.34 -3.62 1.88  C120 1.086
127 H -11.05 -2.78 0.95  C120 1.087
128 H -12.05 -4.02 0.15  C120 1.086

Electronic energy ... -6403.7537 Ha
Charge ... -1
Lowest unoccupied orbital energy ... 1.80 eV